Below is a structure of composition C23H13BrCl2CrN6O6S, with properties calculated with wB97M-V/def2-TZVPD.

CARTESIAN COORDINATES (ANGSTROEM)
Cr  0.883006  -0.102881  -0.141247
O  1.060802  -0.193406  1.853892
N  2.270835  -0.157280  2.385070
C  2.320886  -0.258864  3.732637
C  3.511879  -0.240068  4.399539
C  4.690576  -0.116784  3.656947
C  4.617169  -0.017740  2.293319
C  3.382622  -0.034015  1.619820
S  3.217245  0.113797  -0.075508
H  1.349222  -0.359248  4.189571
H  3.516204  -0.323648  5.475134
H  5.651687  -0.101347  4.150984
H  5.504802  0.075947  1.686181
N  -1.531388  2.670655  -5.429010
C  -0.875208  1.901727  -4.885681
C  -0.041553  0.922619  -4.244701
C  0.673648  0.002384  -5.004789
C  1.468774  -0.915359  -4.350996
C  1.524727  -0.884062  -2.965732
N  0.834381  -0.000930  -2.239658
C  0.057465  0.886982  -2.859704
H  0.596540  0.015313  -6.083328
H  2.039325  -1.655529  -4.891374
H  2.115321  -1.591853  -2.403534
H  -0.483741  1.578181  -2.230647
Br  -4.999143  4.664043  1.444360
C  -3.648171  3.335231  1.613227
C  -3.887093  2.231394  2.413340
C  -2.895213  1.272438  2.532616
C  -1.696724  1.403367  1.845796
C  -1.475588  2.513858  1.041463
C  -2.457602  3.494634  0.935703
C  -0.203189  2.748026  0.264644
O  0.120454  3.881651  -0.030527
O  0.501676  1.715490  -0.133617
H  -4.834576  2.122063  2.921776
H  -3.062918  0.401301  3.152057
H  -0.939763  0.650404  1.954906
H  -2.271801  4.361875  0.317277
Cl  2.086421  -5.193780  0.059676
C  0.635770  -4.308904  -0.487680
Cl  0.622957  -4.193620  -2.259226
C  0.577784  -2.953198  0.250719
O  0.112155  -2.956882  1.365288
O  1.074075  -1.980610  -0.427841
H  -0.226899  -4.902087  -0.200526
O  -1.123104  -0.417660  -0.352716
N  -1.675340  -1.553996  -0.574731
C  -2.953706  -1.502858  -0.862379
C  -3.612971  -2.740202  -1.143720
N  -4.142720  -3.735442  -1.370428
C  -3.687101  -0.273800  -0.928694
N  -4.292881  0.702664  -0.977926

Atoms 1-2, force components in eV/Å:
Cr 0.543 -0.039 0.458
O -0.292 0.064 -0.420

Calculated values
expectation value of S² = 0.7630
total charge = -1
E_HOMO (spin up / spin down) = -0.22453 / -0.21372 Eh
gap between HOMO and LUMO (spin up / spin down) = 7.93 / 7.74 eV
spin multiplicity = 2
largest force on an atom = 0.71 eV Å⁻¹

***

Below is a structure of composition C23H13Cl2N7O3Sm at a distorted geometry, with properties calculated with wB97M-V/def2-TZVPD.

CARTESIAN COORDINATES (ANGSTROEM)
Sm  0.002036  -0.133092  0.127231
Cl  -5.089838  4.049258  -2.921072
C  -3.568888  3.530043  -2.253041
C  -3.475259  2.247539  -1.734897
C  -2.290896  1.763256  -1.183445
N  -2.151622  0.459294  -0.647490
C  -3.136546  -0.454234  -0.702664
O  -4.272122  -0.372502  -1.168261
C  -2.752065  -1.817800  -0.124142
C  -3.609786  -2.889912  -0.331140
C  -3.255797  -4.134069  0.154019
C  -2.058475  -4.277533  0.842845
C  -1.271458  -3.159620  1.018601
N  -1.607242  -1.956357  0.546845
C  -1.148744  2.615502  -1.166805
C  -1.273910  3.901126  -1.690609
C  -2.466671  4.358457  -2.229088
Cl  -2.525081  5.977159  -2.866200
N  0.054370  2.101811  -0.619361
C  1.180415  2.835850  -0.549031
O  1.399125  3.988002  -0.918003
C  2.366303  2.116187  0.100864
C  3.534396  2.834397  0.317742
C  4.612477  2.198791  0.902787
C  4.502328  0.858585  1.251613
C  3.307375  0.218815  1.003327
N  2.262355  0.831058  0.444632
H  -4.341531  1.609915  -1.754453
H  -4.526720  -2.705697  -0.870718
H  -3.904046  -4.988136  -0.000907
H  -1.741583  -5.231952  1.240434
H  -0.332848  -3.219856  1.556564
H  -0.420477  4.556168  -1.679025
H  3.552875  3.871491  0.017788
H  5.532391  2.739155  1.088326
H  5.320330  0.320942  1.710915
H  3.170174  -0.825543  1.258204
C  0.256847  -1.565086  -2.410999
O  0.873133  -1.495200  -1.152776
H  0.981103  -1.453749  -3.223676
H  -0.499175  -0.771796  -2.560866
H  -0.260898  -2.517945  -2.563795
N  0.126166  -0.109089  2.495069
C  -0.476833  0.383795  3.359866
C  -1.167545  0.951834  4.417783
C  -2.122657  0.169263  5.126413
N  -2.897727  -0.467876  5.697423
C  -0.875969  2.283282  4.830031
N  -0.643175  3.360353  5.173155

Atoms 1-2, force components in eV/Å:
Sm -0.113 0.333 0.266
Cl 0.052 -0.002 0.016

Calculated values
expectation value of S² = 8.7581
total charge = -1
E_HOMO (spin up / spin down) = -0.18824 / -0.18832 Eh
gap between HOMO and LUMO (spin up / spin down) = 7.26 / 7.27 eV
spin multiplicity = 6
largest force on an atom = 1.33 eV Å⁻¹

***

Below is a structure of composition C23H13Cl5GdN4O2S at a distorted geometry, with properties calculated with wB97M-V/def2-TZVPD.

CARTESIAN COORDINATES (ANGSTROEM)
Gd  0.483547  -0.268118  -0.310243
O  0.386986  -4.145626  -2.351081
C  0.221805  -3.170586  -1.666793
N  1.160708  -2.215192  -1.291857
C  2.511489  -2.476563  -1.496867
O  3.029395  -3.505546  -1.843389
C  3.421404  -1.294600  -1.180119
C  4.781703  -1.449817  -1.351316
C  5.617919  -0.390703  -1.043521
C  5.070536  0.792835  -0.567049
C  3.705037  0.871528  -0.421239
N  2.892674  -0.146310  -0.727650
C  -1.181506  -2.913474  -1.125108
C  -2.140754  -3.889323  -1.320188
C  -3.409863  -3.693485  -0.806665
C  -3.687866  -2.521063  -0.118048
C  -2.681456  -1.593465  0.023055
N  -1.452388  -1.777240  -0.468960
H  5.145695  -2.399115  -1.718705
H  6.689358  -0.485892  -1.171641
H  5.687339  1.644116  -0.311028
H  3.233776  1.775370  -0.059957
H  -1.858116  -4.778503  -1.864660
H  -4.176696  -4.446809  -0.938244
H  -4.664397  -2.327934  0.306952
H  -2.858120  -0.665634  0.552601
Cl  0.496514  -1.750010  2.268523
C  0.834270  -0.097130  2.770296
C  0.711132  0.853547  1.791698
C  1.060900  2.141824  2.113410
Cl  1.002986  3.365141  0.859414
C  1.472214  2.492513  3.392381
Cl  1.890959  4.112870  3.750443
C  1.548438  1.501341  4.377808
Cl  2.042569  1.911054  5.962169
C  1.234672  0.176976  4.067525
Cl  1.341320  -1.068976  5.239260
S  -0.799991  1.317718  -2.293545
C  -2.163269  2.040353  -1.554337
N  -3.069523  2.634449  -2.370278
C  -4.209264  3.250036  -1.963403
C  -4.516701  3.300136  -0.644819
C  -3.620245  2.704698  0.258070
C  -2.475048  2.092475  -0.182519
H  -2.855001  2.604860  -3.358365
H  -4.823735  3.680875  -2.741596
H  -5.421248  3.788882  -0.313767
H  -3.831467  2.741793  1.320806
H  -1.778678  1.675729  0.522544

Atoms 1-2, force components in eV/Å:
Gd -0.542 1.078 -0.481
O 0.063 -0.119 -0.144

Calculated values
expectation value of S² = 16.0417
total charge = +1
E_HOMO (spin up / spin down) = -0.43396 / -0.43374 Eh
gap between HOMO and LUMO (spin up / spin down) = 8.33 / 6.68 eV
spin multiplicity = 8
largest force on an atom = 1.30 eV Å⁻¹

***

Below is a structure of composition C23H13F5N5O5ReSe at a distorted geometry, with properties calculated with wB97M-V/def2-TZVPD.

CARTESIAN COORDINATES (ANGSTROEM)
Re  0.523998  0.014218  0.145755
O  3.221169  2.947449  1.148924
C  2.620709  1.917954  0.934197
N  1.403047  1.816548  0.332259
C  0.919050  2.880546  -0.521352
C  0.851064  2.252704  -1.892856
C  0.849331  2.931542  -3.099103
C  0.790279  2.210092  -4.281244
C  0.759910  0.824394  -4.221415
C  0.754836  0.211836  -2.982244
N  0.782368  0.907106  -1.844205
C  3.178686  0.552707  1.245924
C  4.320042  0.357111  2.007226
C  4.799355  -0.935240  2.169220
C  4.153907  -1.973323  1.513371
C  3.025812  -1.698716  0.758692
N  2.537069  -0.467813  0.647463
H  -0.098693  3.165448  -0.213884
H  1.569525  3.759745  -0.476185
H  0.879563  4.008290  -3.107658
H  0.759387  2.720946  -5.230257
H  0.730974  0.229456  -5.118422
H  0.711410  -0.866193  -2.890773
H  4.796847  1.206582  2.467641
H  5.656139  -1.134283  2.793129
H  4.497458  -2.990679  1.601045
H  2.492676  -2.489420  0.247647
O  -2.511935  -2.411843  4.792168
C  -2.881531  -1.161477  4.722479
O  -3.868365  -0.724177  5.255197
C  -2.015053  -0.219564  3.939014
C  -2.122531  1.163154  4.003714
N  -1.219176  1.672514  3.157221
N  -0.537800  0.717936  2.530991
C  -0.998899  -0.445137  2.983234
C  -0.459753  -1.721784  2.411170
O  -0.554186  -2.765861  3.031740
O  0.110580  -1.595878  1.270265
H  -1.715841  -2.653425  4.244617
H  -2.789240  1.766890  4.585560
H  -1.000854  2.648765  3.008259
F  -3.752895  -2.954471  -4.796599
C  -3.367736  -2.200808  -3.776423
C  -3.294540  -2.747563  -2.491169
F  -3.626648  -4.014862  -2.287081
C  -2.856187  -1.945728  -1.443728
F  -2.750804  -2.425040  -0.203235
C  -2.479246  -0.624989  -1.653592
Se  -1.907149  0.415110  -0.160546
C  -2.580568  -0.092979  -2.929576
F  -2.204394  1.180376  -3.112994
C  -3.019245  -0.867996  -3.994921
F  -3.081919  -0.350166  -5.218660

Atoms 1-2, force components in eV/Å:
Re -1.244 1.463 -0.770
O -0.179 -0.422 -0.153

Calculated values
expectation value of S² = 0.7789
total charge = +1
E_HOMO (spin up / spin down) = -0.43699 / -0.44613 Eh
gap between HOMO and LUMO (spin up / spin down) = 5.94 / 6.67 eV
spin multiplicity = 2
largest force on an atom = 2.45 eV Å⁻¹

***

Q: Which of these has the lowest expectation value of S²?
A: C23H13BrCl2CrN6O6S